<i>
Formula: C2H10O2S2
Source: the OMol25 dataset
Level of theory: ωB97M-V with the def2-TZVPD basis set

Calculated values
HOMO level in eV: -8.36
Total charge: 0

Geometry as XYZ:
```
16
C2H10O2S2 | the OMol25 dataset | ωB97M-V with the def2-TZVPD basis set
C -0.94 2.02 -0.85
S -0.19 0.53 -1.58
S 0.14 -0.53 0.19
C 0.83 -2.06 -0.47
H -1.89 1.75 -0.41
H -0.28 2.33 -0.04
H -0.99 2.80 -1.60
H 1.78 -1.89 -1.00
H 1.14 -2.49 0.49
H 0.26 -2.73 -1.10
H -2.14 -0.74 2.25
H -2.94 -1.75 1.47
O -3.01 -1.18 2.20
H 2.80 0.93 2.00
H 2.62 1.27 0.49
O 3.25 1.26 1.21
```

Atomic partial charges in e from the Löwdin method, atoms 1 to 6: -0.473 0.430 0.435 -0.472 0.027 0.019



<ii>
Formula: C2H10O2S2
Source: the OMol25 dataset
Level of theory: ωB97M-V with the def2-TZVPD basis set

Calculated values
HOMO level in eV: -8.79
Total charge: 0

Geometry as XYZ:
```
16
C2H10O2S2 | the OMol25 dataset | ωB97M-V with the def2-TZVPD basis set
C -0.48 -3.00 0.99
C -1.20 -3.33 -0.29
S -0.72 -2.42 -1.79
S -1.22 -0.46 -1.36
H 0.40 -3.63 1.17
H -1.14 -3.09 1.86
H -0.08 -1.98 1.02
H -2.29 -3.24 -0.19
H -1.11 -4.36 -0.65
H -2.54 -0.72 -1.32
H 1.97 4.68 2.84
H 2.42 3.22 3.12
O 1.99 3.99 3.51
H 2.57 5.50 0.00
H 2.39 6.50 1.15
O 2.34 5.56 0.93
```

Atomic partial charges in e from the Löwdin method, atoms 1 to 6: -0.181 -0.645 0.396 0.303 0.073 0.073



<iii>
Formula: C2H10O2S2
Source: the OMol25 dataset
Level of theory: ωB97M-V with the def2-TZVPD basis set

Calculated values
HOMO level in eV: -9.15
Total charge: 0

Geometry as XYZ:
```
16
C2H10O2S2 | the OMol25 dataset | ωB97M-V with the def2-TZVPD basis set
C 0.74 -1.81 0.06
S 1.57 -0.36 0.64
S -0.81 1.65 -0.64
C 0.82 1.86 -1.31
H 1.45 -2.61 -0.16
H 0.16 -2.20 0.88
H 0.13 -1.56 -0.79
H 1.51 1.01 -1.10
H 0.71 1.93 -2.37
H 1.32 2.71 -0.89
H -0.60 1.08 1.62
H 0.43 0.26 2.16
O -0.39 0.65 2.46
H -3.04 -1.27 -0.15
H -1.92 -0.20 -0.30
O -2.08 -1.14 -0.09
```

Atomic partial charges in e from the Löwdin method, atoms 1 to 6: -0.476 0.799 0.729 -0.587 0.046 0.036



<iv>
Formula: C2H10O2S2
Source: the OMol25 dataset
Level of theory: ωB97M-V with the def2-TZVPD basis set

Calculated values
HOMO level in eV: -8.77
Total charge: 0

Geometry as XYZ:
```
16
C2H10O2S2 | the OMol25 dataset | ωB97M-V with the def2-TZVPD basis set
C -1.34 -1.60 -0.49
C 0.09 -1.25 -0.13
S 0.85 -0.20 -1.38
S 2.27 0.90 -0.40
H -1.34 -2.20 -1.41
H -1.90 -0.68 -0.74
H -1.92 -2.05 0.31
H 0.64 -2.20 -0.23
H 0.37 -1.00 0.90
H 1.63 1.90 0.23
H -2.82 -0.84 2.94
H -2.28 -0.01 1.74
O -2.06 -0.71 2.36
H -1.28 2.63 1.49
H -2.15 2.11 0.39
O -1.85 1.89 1.27
```

Atomic partial charges in e from the Löwdin method, atoms 1 to 6: -0.197 -0.633 0.409 0.288 0.072 0.059



Here are the energies relative to the best structure, in kcal/mol: <i> 6.5; <ii> 0.0; <iii> 101.0; <iv> 3.4.



<i>
Formula: C5H16N3
Source: the OMol25 dataset
Level of theory: ωB97M-V with the def2-TZVPD basis set

Calculated values
HOMO level in eV: -14.75
Total charge: +1

Geometry as XYZ:
```
24
C5H16N3 | the OMol25 dataset | ωB97M-V with the def2-TZVPD basis set
C 1.18 -1.08 0.90
C 2.57 -1.13 0.27
C -1.27 -1.25 0.19
N 0.10 -1.21 -0.15
N -1.67 -1.19 1.56
N -2.20 -1.64 -0.86
H 1.07 -1.81 1.59
H 1.11 -0.17 1.33
H 2.78 -0.47 -0.51
H 2.83 -2.13 -0.07
H 0.45 -1.58 -1.03
H -0.98 -0.91 2.29
H -2.63 -1.13 1.84
H -1.93 -1.33 -1.71
H -3.14 -1.61 -0.79
H 3.47 -0.84 0.90
C -0.15 2.02 -0.05
C -0.33 2.84 -1.37
H 0.01 2.61 0.85
H -0.87 1.43 0.21
H 0.78 1.40 -0.22
H -0.85 3.75 -1.24
H 0.55 3.16 -1.83
H -0.88 2.25 -2.11
```

Atomic partial charges in e from the Löwdin method, atoms 1 to 6: -0.192 -0.062 -0.223 0.091 0.196 0.212



<ii>
Formula: C5H16N3
Source: the OMol25 dataset
Level of theory: ωB97M-V with the def2-TZVPD basis set

Calculated values
HOMO level in eV: -14.00
Total charge: +1

Geometry as XYZ:
```
24
C5H16N3 | the OMol25 dataset | ωB97M-V with the def2-TZVPD basis set
C -1.36 0.85 0.24
C -1.46 -0.97 -1.37
C -0.42 -1.45 0.78
C 0.77 0.57 -1.96
C -0.68 -0.43 -0.22
N 1.45 1.53 1.51
N 1.47 -0.01 0.23
N 0.66 -0.05 -0.68
H -1.18 1.63 -0.51
H -2.41 0.60 0.60
H -0.87 1.32 1.10
H -2.43 -1.42 -0.98
H -1.02 -1.91 -1.92
H -1.69 -0.23 -2.15
H 0.08 -2.34 0.27
H 0.16 -1.17 1.60
H -1.30 -1.85 1.18
H 1.94 0.77 -2.20
H 0.30 0.09 -2.76
H 0.28 1.58 -1.90
H 0.80 2.30 1.23
H 2.42 1.83 1.48
H 1.26 1.29 2.44
H 2.43 0.30 -0.01
```

Atomic partial charges in e from the Löwdin method, atoms 1 to 6: -0.006 -0.054 -0.042 0.008 -0.618 0.106



<iii>
Formula: C5H16N3
Source: the OMol25 dataset
Level of theory: ωB97M-V with the def2-TZVPD basis set

Calculated values
HOMO level in eV: -12.57
Total charge: +1

Geometry as XYZ:
```
24
C5H16N3 | the OMol25 dataset | ωB97M-V with the def2-TZVPD basis set
C 0.47 -1.85 0.71
N 0.64 -2.84 -0.36
C 1.59 -0.84 0.57
N 1.47 0.21 1.64
H 0.57 -2.36 1.67
H -0.50 -1.34 0.69
H -0.02 -3.60 -0.23
H 0.38 -2.42 -1.25
H 1.55 -0.33 -0.39
H 2.56 -1.31 0.66
H 2.34 0.74 1.72
H 0.66 0.90 1.45
H 1.33 -0.24 2.53
C -1.59 0.70 -2.38
C -0.91 1.44 -1.28
C -1.26 1.39 0.00
N -0.55 2.07 1.05
H -2.38 0.06 -2.01
H -2.02 1.38 -3.12
H -0.87 0.08 -2.93
H -0.08 2.09 -1.55
H -2.09 0.78 0.35
H -1.18 2.38 1.77
H -0.10 2.90 0.68
```

Atomic partial charges in e from the Löwdin method, atoms 1 to 6: -0.284 0.016 -0.161 0.162 0.124 0.104



<iv>
Formula: C5H16N3
Source: the OMol25 dataset
Level of theory: ωB97M-V with the def2-TZVPD basis set

Calculated values
HOMO level in eV: -14.20
Total charge: +1

Geometry as XYZ:
```
24
C5H16N3 | the OMol25 dataset | ωB97M-V with the def2-TZVPD basis set
C 0.25 2.27 -1.15
C -1.43 1.04 0.15
N -0.96 1.44 -0.98
N -0.53 1.25 1.15
N -2.74 0.79 0.41
H -1.58 1.42 -1.81
H -0.07 0.29 1.42
H -0.89 1.56 2.04
H -3.51 0.69 -0.21
H -3.07 0.67 1.37
H 0.88 2.27 -0.19
H -0.02 3.38 -1.27
H 0.83 1.82 -1.97
C 0.57 -1.80 0.26
C 0.92 -1.76 -1.22
C 1.79 -1.62 1.16
H -0.21 -1.03 0.63
H -0.04 -2.80 0.45
H 1.50 -0.85 -1.20
H 2.68 -2.04 0.67
H 2.14 -0.62 1.43
H 0.12 -1.75 -1.90
H 1.58 -2.58 -1.44
H 1.81 -2.02 2.18
```

Atomic partial charges in e from the Löwdin method, atoms 1 to 6: -0.026 -0.450 0.065 0.114 0.226 0.179



Here are the energies relative to the best structure, in kcal/mol: <i> 23.4; <ii> 67.4; <iii> 0.0; <iv> 21.0.



<i>
Formula: C6H9N2O2S
Source: the OMol25 dataset
Level of theory: ωB97M-V with the def2-TZVPD basis set

Calculated values
HOMO level (spin up / spin down) in eV: -12.36 / -12.37
Total charge: +1

Geometry as XYZ:
```
20
C6H9N2O2S | the OMol25 dataset | ωB97M-V with the def2-TZVPD basis set
C -0.17 -0.93 0.35
C 1.85 -0.04 0.47
C -1.41 -1.67 -0.04
C 0.93 1.20 0.50
C -2.22 -0.52 -0.63
C -0.39 0.56 0.63
N 1.12 -1.16 0.29
N -1.38 0.78 -0.46
O 4.27 -1.04 -0.23
O 3.78 1.41 -0.29
S 3.37 0.06 -0.32
H -1.12 -2.55 -0.64
H -1.83 -2.09 0.96
H 1.36 1.79 1.43
H 0.88 2.03 -0.28
H -2.23 -0.60 -1.73
H -3.11 -0.36 0.10
H -0.87 0.68 1.65
H -0.82 0.84 -1.29
H -2.01 1.60 -0.48
```

Atomic partial charges in e from the Löwdin method, atoms 1 to 6: -0.219 -0.371 -0.089 -0.112 -0.046 -0.229



<ii>
Formula: C6H9N2O2S
Source: the OMol25 dataset
Level of theory: ωB97M-V with the def2-TZVPD basis set

Calculated values
HOMO level (spin up / spin down) in eV: -11.55 / -11.16
Total charge: +1

Geometry as XYZ:
```
20
C6H9N2O2S | the OMol25 dataset | ωB97M-V with the def2-TZVPD basis set
C 2.79 -0.94 -0.88
C 2.70 0.01 0.16
C -1.35 -0.69 -0.16
C -2.67 -0.77 0.25
C 1.94 1.10 0.30
C -0.43 -1.59 0.18
N -3.56 0.22 0.19
N 1.74 2.38 0.23
O -3.01 1.36 -0.43
O -4.68 0.28 0.54
S 0.93 -2.44 -0.15
H 3.41 -1.73 -0.97
H 2.15 -0.75 -1.77
H 3.35 -0.19 1.07
H -1.19 0.26 -0.70
H -3.11 -1.66 0.61
H 0.93 2.72 0.80
H -3.52 2.13 -0.02
H 2.11 3.00 -0.39
H 1.47 -2.73 1.14
```

Atomic partial charges in e from the Löwdin method, atoms 1 to 6: -0.137 -0.198 -0.157 -0.052 -0.015 -0.410



Here are the energies relative to the best structure, in kcal/mol: <i> 0.0; <ii> 124.8.



<i>
Formula: C6H13O2
Source: the OMol25 dataset
Level of theory: ωB97M-V with the def2-TZVPD basis set

Calculated values
HOMO level in eV: -4.05
Total charge: -1

Geometry as XYZ:
```
21
C6H13O2 | the OMol25 dataset | ωB97M-V with the def2-TZVPD basis set
C -0.33 2.17 -0.58
C -1.25 1.15 -1.21
C 1.04 2.16 -1.30
H -0.81 3.15 -0.52
H -0.04 1.99 0.46
H -0.94 0.10 -1.09
H 1.34 1.21 -1.73
H 1.17 2.98 -2.02
H -1.26 1.24 -2.30
H -2.29 1.13 -0.87
H 1.84 2.41 -0.59
C -0.26 -1.57 1.20
C 0.91 -1.83 2.13
C -0.37 -2.49 -0.09
O 0.31 -3.53 -0.07
O -1.19 -2.10 -0.96
H -1.24 -1.72 1.67
H -0.39 -0.56 0.85
H 1.64 -1.02 2.28
H 1.48 -2.64 1.65
H 0.65 -2.21 3.11
```

Atomic partial charges in e from the Löwdin method, atoms 1 to 6: -0.318 -0.141 -0.131 0.087 0.083 0.039



<ii>
Formula: C6H13O2
Source: the OMol25 dataset
Level of theory: ωB97M-V with the def2-TZVPD basis set

Calculated values
HOMO level in eV: -3.82
Total charge: -1

Geometry as XYZ:
```
21
C6H13O2 | the OMol25 dataset | ωB97M-V with the def2-TZVPD basis set
C 2.19 1.94 -1.22
C 2.94 1.09 -2.34
O 3.97 0.51 -1.95
O 2.30 1.04 -3.42
H 2.66 1.89 -0.22
H 1.17 1.61 -1.02
H 2.21 3.03 -1.33
C -1.17 -0.69 1.17
C -1.26 0.56 0.29
C -2.50 -1.46 1.17
C -0.01 -1.61 0.80
H -0.97 -0.21 2.15
H -1.23 0.45 -0.80
H -2.79 -1.47 0.13
H -2.42 -2.43 1.66
H -3.19 -0.93 1.84
H 0.98 -1.18 0.75
H 0.03 -2.41 1.55
H -0.44 1.27 0.44
H -2.19 1.10 0.48
H -0.27 -2.11 -0.14
```

Atomic partial charges in e from the Löwdin method, atoms 1 to 6: -0.068 -0.800 -0.101 -0.119 0.043 0.011



Here are the energies relative to the best structure, in kcal/mol: <i> 0.0; <ii> 2.2.



<i>
Formula: C45H35BrI2N7O3Rb
Source: the OMol25 dataset
Level of theory: ωB97M-V with the def2-TZVPD basis set

Calculated values
HOMO level in eV: -2.60
Total charge: -2

Geometry as XYZ:
```
94
C45H35BrI2N7O3Rb | the OMol25 dataset | ωB97M-V with the def2-TZVPD basis set
Rb -0.62 -0.99 0.67
O -0.96 -2.04 3.60
C -0.15 -2.29 4.56
C -0.25 -3.44 5.39
C 0.64 -3.68 6.41
C 1.68 -2.80 6.70
C 1.80 -1.66 5.91
C 0.93 -1.40 4.87
C 1.07 -0.15 4.03
O -0.17 0.45 3.76
N 1.76 -0.50 2.79
N 2.34 0.48 2.09
C 3.04 0.15 1.07
C 3.69 1.12 0.21
Br 3.13 2.93 0.38
C 4.60 0.83 -0.72
C 5.24 -0.48 -0.93
C 5.62 -1.30 0.13
C 6.25 -2.52 -0.11
C 6.52 -2.92 -1.41
C 6.17 -2.09 -2.47
C 5.54 -0.89 -2.23
H -0.78 -0.33 3.64
H -1.06 -4.13 5.18
H 0.52 -4.58 7.01
H 2.37 -3.00 7.51
H 2.60 -0.95 6.12
H 1.67 0.60 4.55
H 2.06 -1.45 2.65
H 3.14 -0.88 0.75
H 4.92 1.62 -1.39
H 5.43 -0.99 1.15
H 6.52 -3.15 0.72
H 7.00 -3.87 -1.59
H 6.38 -2.40 -3.49
H 5.25 -0.25 -3.05
I -9.03 0.39 -0.46
C -7.02 -0.16 -0.46
C -6.61 -1.28 0.24
C -5.27 -1.64 0.24
I -4.65 -3.33 1.30
C -4.26 -0.91 -0.45
O -3.04 -1.23 -0.46
C -4.75 0.24 -1.17
C -3.73 1.05 -1.93
N -2.73 1.73 -1.12
C -3.30 2.52 -0.04
C -2.20 3.16 0.77
C -2.22 4.51 1.07
C -1.19 5.04 1.84
C -0.18 4.20 2.28
C -0.25 2.86 1.93
N -1.23 2.34 1.19
C -6.08 0.59 -1.16
H -7.32 -1.88 0.79
H -4.26 1.80 -2.54
H -3.19 0.40 -2.61
H -2.12 1.03 -0.71
H -3.93 1.92 0.64
H -3.94 3.29 -0.47
H -3.02 5.13 0.70
H -1.18 6.10 2.09
H 0.64 4.56 2.88
H 0.51 2.17 2.26
H -6.40 1.47 -1.71
N 2.76 -5.17 -8.95
C 2.55 -4.67 -7.94
C 2.29 -4.05 -6.67
C 3.35 -3.52 -5.93
C 3.10 -2.93 -4.71
C 1.81 -2.85 -4.20
C 0.75 -3.37 -4.95
C 0.99 -3.98 -6.17
C 1.55 -2.20 -2.88
C 1.83 -3.03 -1.77
C 2.30 -4.38 -1.86
C 2.45 -4.82 -0.57
C 2.06 -3.73 0.25
N 1.69 -2.67 -0.44
C 1.09 -0.90 -2.95
C 0.93 -0.14 -4.16
C 0.50 1.10 -3.79
C 0.40 1.06 -2.36
N 0.75 -0.10 -1.86
H 4.36 -3.58 -6.32
H 3.91 -2.52 -4.11
H -0.25 -3.31 -4.56
H 0.18 -4.39 -6.75
H 2.50 -4.93 -2.77
H 2.79 -5.79 -0.24
H 2.04 -3.73 1.34
H 1.13 -0.49 -5.17
H 0.27 1.94 -4.43
H 0.07 1.87 -1.72
```

Atomic partial charges in e from the Löwdin method, atoms 1 to 6: 0.755 -0.156 -0.412 -0.035 -0.141 -0.153



<ii>
Formula: C45H35BrI2N7O3Rb
Source: the OMol25 dataset
Level of theory: ωB97M-V with the def2-TZVPD basis set

Calculated values
HOMO level in eV: -2.20
Total charge: -2

Geometry as XYZ:
```
94
C45H35BrI2N7O3Rb | the OMol25 dataset | ωB97M-V with the def2-TZVPD basis set
Rb 0.22 0.14 0.59
O -6.17 1.28 0.82
C -6.18 0.01 0.33
C -7.42 -0.54 0.00
C -7.50 -1.84 -0.47
C -6.34 -2.61 -0.59
C -5.11 -2.04 -0.26
C -5.01 -0.73 0.18
C -3.61 -0.14 0.40
O -2.63 -1.03 0.38
N -3.67 0.58 1.79
N -2.79 1.61 1.83
C -1.92 1.66 2.75
C -1.01 2.80 2.92
Br -1.47 4.39 1.98
C 0.10 2.72 3.63
C 1.13 3.75 3.89
C 2.47 3.44 3.66
C 3.48 4.37 3.88
C 3.16 5.63 4.36
C 1.83 5.96 4.60
C 0.83 5.03 4.37
H -5.33 1.40 1.30
H -8.31 0.07 0.13
H -8.46 -2.26 -0.72
H -6.40 -3.63 -0.95
H -4.18 -2.58 -0.38
H -3.50 0.74 -0.26
H -3.47 -0.16 2.46
H -1.77 0.82 3.44
H 0.33 1.73 4.01
H 2.71 2.46 3.25
H 4.50 4.11 3.66
H 3.94 6.37 4.53
H 1.57 6.94 4.97
H -0.21 5.28 4.56
I 7.44 -2.44 -0.24
C 5.81 -1.27 0.34
C 5.36 -0.24 -0.48
C 4.29 0.52 -0.07
I 3.59 2.06 -1.30
C 3.57 0.31 1.16
O 2.56 1.00 1.51
C 4.08 -0.77 1.96
C 3.35 -1.10 3.23
N 2.05 -1.72 2.94
C 1.61 -2.71 3.89
C 0.27 -3.31 3.49
C -0.15 -4.52 4.04
C -1.38 -5.03 3.67
C -2.15 -4.32 2.75
C -1.66 -3.13 2.24
N -0.46 -2.64 2.61
C 5.17 -1.53 1.55
H 5.84 -0.04 -1.43
H 3.18 -0.19 3.79
H 3.98 -1.77 3.84
H 2.06 -2.11 2.01
H 1.51 -2.24 4.87
H 2.33 -3.54 4.03
H 0.49 -5.06 4.73
H -1.74 -5.97 4.08
H -3.12 -4.69 2.43
H -2.21 -2.53 1.52
H 5.52 -2.34 2.19
N 0.36 0.20 -10.71
C 0.39 0.20 -9.56
C 0.43 0.19 -8.11
C 0.92 1.30 -7.42
C 0.95 1.29 -6.04
C 0.50 0.18 -5.32
C 0.01 -0.92 -6.02
C -0.03 -0.92 -7.41
C 0.53 0.18 -3.83
C -0.33 1.10 -3.21
C -1.34 1.89 -3.86
C -1.96 2.61 -2.87
C -1.29 2.25 -1.66
N -0.34 1.36 -1.85
C 1.42 -0.73 -3.26
C 2.40 -1.49 -3.98
C 3.10 -2.22 -3.04
C 2.50 -1.87 -1.79
N 1.52 -1.00 -1.90
H 1.28 2.16 -7.98
H 1.32 2.15 -5.49
H -0.33 -1.78 -5.46
H -0.41 -1.77 -7.95
H -1.59 1.87 -4.91
H -2.79 3.30 -2.97
H -1.50 2.65 -0.67
H 2.57 -1.47 -5.05
H 3.93 -2.89 -3.21
H 2.81 -2.24 -0.81
```

Atomic partial charges in e from the Löwdin method, atoms 1 to 6: 0.738 0.031 -0.283 -0.044 -0.126 -0.115



Here are the energies relative to the best structure, in kcal/mol: <i> 0.0; <ii> 24.3.